[1]
This record from OMol25 describes a molecular structure, C61H42CsN9P2STe. The level of theory is ωB97M-V/def2-TZVPD.

Geometry (Å):
Cs -1.513 0.683 1.300
Te -4.439 1.698 -2.112
S -3.604 2.706 -5.030
P -0.286 -1.221 -4.504
P 1.041 -1.888 -1.820
N 0.915 2.491 2.159
N 1.019 0.018 3.173
N 2.679 0.943 1.706
N 0.215 -2.349 -3.234
N -0.075 -1.573 4.675
N -3.101 2.058 4.849
N -1.445 0.382 4.381
N -1.533 2.966 3.363
N -0.261 4.582 2.145
C 0.790 3.772 1.963
C 3.724 5.932 0.612
C 2.879 -2.034 -7.744
C 1.963 -2.061 3.503
C -0.855 -2.743 1.665
C -2.676 6.478 2.819
C -2.534 0.866 4.970
C 2.871 3.359 1.209
C -4.540 4.923 4.374
C 3.337 -3.362 -2.328
C 3.924 -5.595 -1.761
C -2.609 -2.367 0.056
C 1.714 -1.335 -8.068
C -0.438 2.181 -2.391
C 1.223 2.524 -4.026
C 2.144 -0.033 2.419
C 2.072 -3.438 -1.707
C -3.304 4.402 4.020
C -3.618 -2.357 7.398
C 3.591 -3.860 3.487
C 3.911 -1.966 2.038
C -4.034 0.230 -4.918
C -3.822 0.525 -6.286
C -2.116 -1.151 5.965
C 4.377 -3.170 2.552
C -3.043 -0.091 5.968
C 4.534 4.861 0.446
C -3.928 6.973 3.232
C 2.772 -5.616 -0.992
C -3.522 1.833 -6.506
C -4.008 1.358 -4.090
C 1.043 1.254 -4.502
C -0.416 -3.621 -3.471
C 2.413 -3.340 3.986
C 0.130 -2.535 0.738
C -2.634 3.019 4.115
C 0.890 -1.154 3.857
C 1.835 -4.578 -1.004
C -2.428 5.092 3.141
C 0.970 -1.611 -5.810
C -1.640 -2.134 -0.911
C 2.713 -1.366 2.512
C 1.989 4.407 1.384
C 0.448 3.041 -2.982
C 0.157 0.387 -3.845
C -0.294 -2.176 -0.553
C 2.156 2.156 1.645
C 2.388 5.697 1.062
C 4.114 3.543 0.715
C -4.474 -1.215 7.443
C -1.106 -0.785 5.019
C 0.774 -1.091 -7.072
C 2.035 -2.461 -5.528
C -2.350 -2.270 6.740
C 4.231 -4.453 -2.399
C -2.205 -2.668 1.335
C -4.854 6.231 4.007
C -0.611 0.851 -2.794
C -1.305 4.160 2.822
C 3.015 -2.670 -6.499
C -4.167 -0.078 6.731
H -5.197 4.249 4.949
H -3.945 -3.341 7.765
H 0.172 -4.475 -3.092
H 3.559 -2.326 -8.577
H -3.640 -2.434 -0.242
H -0.189 -0.618 -7.239
H 5.530 5.046 -0.002
H -4.842 0.796 6.742
H -2.921 -2.994 2.094
H 3.844 -3.334 -6.278
H -5.819 6.699 4.181
H 2.157 -2.869 -4.509
H -0.597 -3.769 -4.607
H 4.685 2.695 0.381
H -1.695 -3.169 6.771
H -3.208 2.352 -7.411
H -1.376 -3.627 -3.078
H 3.923 -4.733 4.007
H -1.354 0.232 -2.259
H 0.880 -4.781 -0.555
H 1.624 -0.914 -9.027
H -1.071 2.680 -1.662
H 1.749 -3.834 4.716
H 0.485 4.089 -2.672
H 1.574 0.866 -5.366
H -3.806 -0.242 -7.074
H 4.588 -6.464 -1.827
H -1.921 -1.873 -1.911
H -5.368 -1.242 8.013
H 5.325 -3.670 2.305
H 5.174 -4.320 -2.998
H -4.338 -0.700 -4.602
H 1.890 3.211 -4.594
H -4.225 7.977 2.870
H 1.188 -2.565 1.009
H 3.967 6.982 0.534
H 1.739 6.528 1.278
H -0.537 -3.025 2.658
H -1.994 7.059 2.233
H 2.527 -6.558 -0.493
H 4.649 -1.346 1.504
H 3.612 -2.406 -2.744

Gap between HOMO and LUMO (alpha / beta) = 4.930 / 4.929 eV
Relative energy (zero: lowest compared OMol25 entry of this formula, charge and spin) = 0.0 kcal/mol
Net charge = -2
Multiplicity = 1


[2]
This record from OMol25 describes a molecular structure, C61H48OP3Pt. The level of theory is ωB97M-V/def2-TZVPD.

Geometry (Å):
Pt 0.419 -0.286 0.499
P 2.344 -1.449 0.057
P 0.736 1.923 -0.341
P -1.856 -0.905 0.196
O -2.115 1.645 -0.652
C -4.357 2.266 -0.090
C -1.444 -0.516 -2.567
C -0.332 -1.088 3.244
C -0.010 4.456 -1.376
C -3.145 -2.103 -1.978
C -1.536 -3.631 0.320
C -4.803 3.230 -2.329
C 0.797 2.395 1.428
C 4.267 3.823 -1.202
C 2.763 -2.235 1.615
C -0.417 3.178 -1.010
C -5.532 1.850 0.531
C -2.130 -2.536 0.950
C -2.743 -3.966 2.792
C -3.304 1.372 -0.045
C 4.426 -1.417 -1.834
C 2.736 1.744 -2.216
C 0.743 2.711 4.200
C -2.143 -1.216 -1.589
C 3.927 -2.895 1.908
C -0.295 3.002 2.049
C 1.857 -4.123 -0.665
C 3.094 3.453 -0.560
C -0.318 3.160 3.426
C -3.428 -2.299 -3.321
C -1.736 -0.701 -3.911
C 0.627 -3.434 -3.063
C -0.957 5.444 -1.600
C -3.355 0.102 0.525
C 1.333 -5.110 -1.491
C -2.165 -5.051 2.154
C -2.719 -2.712 2.199
C -5.633 0.592 1.110
C 4.665 3.163 -2.356
C 6.395 -0.056 -1.599
C 5.892 0.469 -0.413
C 4.661 0.050 0.058
C 3.918 -0.895 -0.649
C 1.912 -2.634 3.858
C -4.561 -0.293 1.090
C 1.863 1.953 2.218
C 1.771 -2.785 -1.039
C -2.309 5.177 -1.429
C 0.713 -4.768 -2.684
C -5.020 4.689 -0.298
C 3.106 -3.346 4.128
C 1.837 2.113 3.593
C 3.899 2.124 -2.865
C 2.322 2.410 -1.064
C 0.929 -2.386 4.848
C -2.760 3.907 -1.084
C -1.557 -4.880 0.917
C 0.561 -1.342 2.237
C -2.724 -1.597 -4.290
C -0.148 -1.606 4.549
C 4.089 -3.474 3.184
C -1.785 2.935 -0.929
C -4.235 3.537 -0.930
C 1.729 -2.094 2.566
C 5.664 -0.997 -2.305
C 1.158 -2.450 -2.245
H 1.062 -2.795 5.842
H -2.950 -1.745 -5.338
H -4.976 5.580 -0.923
H -3.022 5.977 -1.579
H -2.182 -6.027 2.620
H 4.215 1.602 -3.758
H 0.719 2.833 5.275
H -6.399 2.497 0.536
H 3.245 -3.768 5.116
H 5.002 -4.005 3.417
H 1.079 -1.410 -2.537
H -1.189 -0.143 -4.661
H 2.145 0.920 -2.603
H 2.316 -4.397 0.275
H 2.670 1.764 4.190
H -4.204 -2.996 -3.609
H 4.865 4.633 -0.806
H -1.093 -5.719 0.415
H -4.263 2.405 -2.797
H -4.687 -1.287 1.493
H -3.137 -1.871 2.735
H 6.057 -1.414 -3.223
H -5.856 2.952 -2.257
H 2.717 1.481 1.749
H -4.717 4.107 -2.972
H -6.568 0.286 1.559
H 2.779 3.981 0.332
H 4.286 0.446 0.995
H 0.136 -3.158 -3.987
H -1.045 -3.507 -0.639
H -6.073 4.431 -0.201
H 0.297 -5.539 -3.319
H 1.043 4.686 -1.467
H 4.720 -2.970 1.173
H -0.884 -1.383 5.311
H -4.631 4.938 0.691
H -3.709 -2.649 -1.231
H 6.462 1.200 0.144
H -1.130 3.361 1.462
H 3.869 -2.163 -2.386
H 1.405 -6.148 -1.195
H -0.672 0.184 -2.275
H -0.640 6.437 -1.888
H 5.578 3.457 -2.858
H -1.169 3.636 3.895
H -3.206 -4.089 3.763
H -1.207 -0.474 3.056
H 7.361 0.266 -1.966

Gap between HOMO and LUMO = 7.694 eV
Net charge = +1
Multiplicity = 1


[3]
This record from OMol25 describes a molecular structure, C61H57BBrF14OP4SSbTi. The level of theory is ωB97M-V/def2-TZVPD.

Geometry (Å):
Sb 2.519 0.483 -3.497
Br -1.269 0.953 2.572
Ti -1.327 -0.639 0.243
S -4.361 0.989 1.138
P 2.033 -0.187 2.778
P -1.626 -2.508 1.919
P 0.833 -2.645 -0.222
P -2.630 -1.827 -2.300
F -2.901 -2.013 -0.634
F 0.701 0.321 -0.395
F -1.083 -1.189 -1.710
F -3.145 -0.328 -2.151
F 0.462 2.392 0.587
F -1.997 -3.277 -2.256
F 2.140 2.562 7.199
F -1.239 1.327 -0.629
F -2.157 -1.602 -3.771
F 0.600 2.286 -1.683
F -4.075 -2.343 -2.642
F -1.936 2.436 4.907
F 3.296 1.152 5.289
F -0.497 3.218 7.036
O -3.197 0.092 0.677
C 2.955 -1.381 3.835
C 2.296 -2.573 4.131
C 1.993 1.400 5.153
C 0.187 -6.581 0.809
C 5.580 2.319 1.220
C -7.728 -1.898 1.916
C -7.406 -0.940 2.864
C 2.441 -1.155 -6.120
C 0.637 -5.439 0.173
C 0.123 -4.182 0.498
C -5.988 3.246 -2.446
C 1.414 2.156 6.163
C 3.537 4.755 -3.607
C -4.117 2.353 -1.226
C 4.249 -1.202 4.322
C 1.286 0.928 4.053
C 3.371 0.863 2.104
C -0.112 -0.429 -6.886
C 1.067 -3.036 -1.992
C 4.844 -2.174 5.110
C 1.892 -1.694 -7.276
C 3.410 2.245 2.258
C -6.376 2.028 -0.409
C -5.965 -1.124 0.474
C 2.335 2.964 -5.320
C 0.078 2.493 6.083
C 2.567 -2.858 0.331
C 4.539 -0.239 -3.653
C 4.011 2.992 -1.900
C 3.045 5.197 -4.824
C -5.004 1.822 -0.303
C -6.861 2.743 -1.492
C -3.395 -2.949 2.060
C -5.658 -0.166 1.436
C -6.354 -0.062 2.629
C 5.512 0.154 -4.588
C -1.291 -5.252 2.146
C 5.521 0.949 1.002
C 7.135 -1.257 -3.454
C 2.821 2.516 -4.093
C -0.775 -6.487 1.808
C -0.384 1.100 -4.910
C 0.424 0.119 -5.724
C -0.056 1.308 3.996
C 4.165 -3.346 5.419
C 1.722 -0.247 -5.344
C 3.433 3.419 -3.221
C -0.653 2.076 4.983
C -7.006 -1.997 0.727
C 5.220 1.108 -5.716
C 6.800 -0.367 -4.464
C 2.445 4.296 -5.691
C 4.418 0.230 1.432
C 6.173 -1.657 -2.542
C -1.259 -2.214 3.685
C 4.890 -1.140 -2.648
C -0.853 -4.098 1.491
C 4.513 2.967 1.824
C 0.610 -1.328 -7.657
C -4.621 3.056 -2.310
C 2.888 -3.550 4.920
B 0.197 1.676 -0.545
H 4.003 5.462 -2.929
H 2.615 -3.194 1.362
H -3.936 3.458 -3.044
H 2.462 -2.393 -7.874
H 7.556 -0.067 -5.180
H -7.971 -0.870 3.783
H -1.154 -3.173 4.192
H -0.308 0.887 -3.841
H 3.099 -1.910 0.253
H -2.098 -1.665 4.114
H 6.331 0.438 0.499
H -1.434 1.059 -5.187
H 4.135 -1.445 -1.928
H 0.589 -7.546 0.530
H -7.268 -2.745 -0.008
H 3.441 -1.448 -5.820
H -0.034 2.125 -5.055
H -3.561 -3.529 2.968
H -1.123 -7.375 2.318
H 4.803 -0.304 4.084
H 3.483 2.136 -1.475
H 8.145 -1.639 -3.386
H 6.418 -2.365 -1.760
H -3.985 -2.036 2.114
H 5.219 2.142 -5.365
H 0.167 -1.748 -8.551
H -7.927 2.899 -1.589
H 1.873 -2.394 -2.353
H 0.192 -2.857 -2.599
H 5.975 1.017 -6.496
H -7.063 1.642 0.332
H 3.050 -3.585 -0.321
H -5.402 -1.179 -0.449
H 4.387 -0.839 1.267
H 5.846 -2.012 5.487
H 3.959 3.803 -1.175
H 1.406 -5.530 -0.584
H -0.354 -1.628 3.830
H -1.116 -0.152 -7.185
H 5.061 2.708 -2.010
H 2.576 2.770 2.707
H -6.085 0.692 3.358
H -8.551 -2.576 2.099
H 1.370 -4.077 -2.102
H 3.127 6.242 -5.092
H 2.358 -4.470 5.129
H 2.065 4.627 -6.649
H -3.057 2.216 -1.120
H -2.039 -5.191 2.927
H -3.716 -3.519 1.191
H -6.375 3.796 -3.292
H 1.890 2.259 -6.013
H 4.541 4.039 1.968
H 4.243 0.918 -6.160
H 6.449 2.882 0.906
H 4.635 -4.099 6.037
H 1.311 -2.760 3.716

Gap between HOMO and LUMO (alpha / beta) = 5.778 / 6.281 eV
Relative energy (zero: lowest compared OMol25 entry of this formula, charge and spin) = 5.2 kcal/mol
<S²> = 0.756
Net charge = +1
Multiplicity = 2


no.,maximum force (eV/A)
1,3.5
2,0.1
3,1.3